A molecular structure, C12H21BrGeNO5PdS. Source: the OMol25 dataset; level of theory: ωB97M-V with the def2-TZVPD basis set.

Geometry as XYZ:
```
43
Properties=species:S:1:pos:R:3
C -1.0067 -1.4717 2.1016
Pd -0.6976 -0.1798 0.6903
H -0.0964 -2.8850 -1.2858
H 2.6065 0.5674 -2.0287
C 3.8231 -2.0020 -0.4106
H 4.4209 -1.1293 -0.1406
H 1.0153 -3.8269 -0.3041
C 1.9119 -0.2577 -2.1982
O -2.7883 0.5080 0.0479
C 0.9578 -3.1092 -1.1230
O -1.3844 -1.2430 3.2271
H 1.4850 -1.2818 1.8129
H 1.3754 -3.5639 -2.0244
N 0.3594 3.0301 1.7826
O -0.8210 -2.7781 1.6997
C -0.9628 3.0255 1.9518
H 1.7380 0.3277 1.1369
H 4.2374 -2.4331 -1.3246
C -1.8380 3.6965 1.1132
Br 0.8333 5.2610 -1.6284
H 3.9171 -2.7376 0.3903
H 1.9285 3.6904 0.6193
H -2.9050 3.6317 1.2729
Ge 1.9322 -1.4714 -0.6563
O -0.8184 1.3626 -1.0254
H -3.5049 -0.2704 -2.5861
C -2.4466 -0.0501 -2.4671
H -1.3355 2.4504 2.7916
C 0.8515 3.6922 0.7449
C -1.3273 4.3791 0.0207
O -3.0136 2.3218 -1.6068
H -1.9779 4.8649 -0.6921
H -1.8970 -0.9422 -2.1732
H 2.2259 -0.7885 -3.1001
C 1.2536 -0.6399 0.9609
H -0.9149 -4.7222 2.2221
H -2.0375 0.3729 -3.3820
C 0.0423 4.3698 -0.1525
H -2.1663 -3.7042 2.9926
H -0.4986 -3.6285 3.5741
S -2.2771 1.1563 -1.1788
H 0.9211 0.1678 -2.3520
C -1.1205 -3.7596 2.6874
```

- Total charge: -1
- Relative energy (zero: lowest compared OMol25 entry of this formula, charge and spin): 11.20 kJ/mol
- Calculated total energy: -165387.8935 eV
- LUMO energy: 2.67 eV

Here are the Mulliken charges for atoms 1 to 2, given in e:
1 C 0.67
2 Pd -0.11